ORCA calculation (wB97M-V/def2-TZVPD) on a gas-phase ion, C5H8N3 (charge +1) in a non-equilibrium geometry.

Results
structure (SMILES): C[C@H](C#N)/C=N\C=[NH2+]
orbital gap: 10.6 eV
lowest unoccupied orbital energy: -0.16975 Eh

```
! RIJCOSX wB97M-V def2-TZVPD def2/J DEFGRID3
* xyz 1 1
C 2.269 0.054 -0.473
C 1.117 -0.368 0.524
C 0.611 -1.689 0.283
N -0.105 -2.539 0.026
C 0.001 0.627 0.497
N -1.115 0.640 0.053
C -2.122 0.074 -0.481
N -2.957 -0.783 0.107
H 3.088 -0.716 -0.625
H 2.699 1.018 -0.224
H 1.822 0.171 -1.460
H 1.624 -0.196 1.522
H 0.539 1.529 0.725
H -2.403 0.369 -1.488
H -3.915 -0.988 -0.293
H -2.898 -1.065 1.116
*
```